Entry 1:
{"formula": "C24H23BBr3ClCsF3LiNNaO18Rb", "method": "wB97M-V/def2-TZVPD", "largest_force_ev_per_a": 13.50, "homo_energy_ev": -4.61, "total_energy_ev": -300895.7946, "total_charge": 0, "species": ["C", "C", "C", "C", "C", "C", "O", "C", "C", "F", "F", "F", "C", "O", "O", "C", "O", "H", "H", "H", "H", "H", "H", "H", "H", "H", "H", "H", "Rb", "C", "C", "C", "C", "C", "C", "N", "O", "O", "H", "H", "H", "H", "H", "C", "O", "O", "O", "H", "B", "O", "C", "O", "C", "O", "O", "O", "C", "O", "C", "O", "O", "C", "Br", "Br", "Br", "H", "Na", "Li", "C", "C", "O", "H", "H", "H", "H", "H", "Cl", "Cs"], "coordinates": [[0.712, -1.730, 1.787], [1.061, -0.554, 2.723], [1.248, 0.610, 1.812], [0.257, 1.493, 1.431], [-1.151, 1.404, 1.967], [-2.178, 2.359, 1.337], [-3.214, 1.644, 0.650], [-4.128, 1.054, 1.520], [-4.519, -0.300, 0.914], [-5.791, -0.520, 1.222], [-4.314, -0.215, -0.488], [-3.768, -1.293, 1.364], [0.852, 2.402, 0.499], [0.332, 3.149, -0.367], [2.210, 2.277, 0.663], [2.473, 0.981, 1.162], [3.479, 0.353, 1.063], [-0.194, -1.443, 1.234], [1.503, -1.780, 1.037], [0.605, -2.679, 2.300], [1.986, -0.815, 3.230], [0.232, -0.388, 3.404], [-1.147, 1.554, 3.047], [-1.502, 0.397, 1.763], [-2.664, 2.902, 2.155], [-1.755, 3.098, 0.672], [-3.711, 0.820, 2.503], [-5.013, 1.670, 1.683], [0.524, 3.695, -2.232], [5.108, -0.263, -1.578], [5.698, 0.568, -2.525], [6.481, 0.045, -3.532], [6.660, -1.330, -3.586], [6.079, -2.177, -2.652], [5.299, -1.633, -1.641], [7.464, -1.902, -4.668], [7.970, -1.134, -5.468], [7.575, -3.108, -4.717], [4.480, 0.176, -0.802], [5.534, 1.638, -2.468], [6.934, 0.695, -4.266], [6.218, -3.248, -2.699], [4.826, -2.277, -0.905], [4.488, -5.224, -1.093], [4.381, -6.348, -0.563], [5.379, -5.220, -2.198], [3.949, -4.144, -0.814], [5.617, -6.156, -2.155], [-5.221, 4.020, 5.821], [-6.259, 4.166, 4.805], [-7.442, 4.293, 5.427], [-8.492, 4.427, 4.886], [-7.192, 4.233, 6.930], [-8.009, 4.313, 7.787], [-5.872, 4.073, 7.124], [-4.465, 2.746, 5.639], [-3.208, 3.035, 5.437], [-2.307, 2.260, 5.248], [-3.047, 4.551, 5.474], [-1.993, 5.146, 5.312], [-4.183, 5.106, 5.692], [-9.111, -1.467, -1.148], [-7.168, -1.303, -1.251], [-9.843, -2.008, -2.838], [-9.632, -2.640, 0.280], [-9.504, -0.486, -0.922], [-0.446, 4.928, 6.352], [-1.036, -2.358, -0.262], [3.577, -2.731, -7.626], [4.412, -2.616, -6.251], [3.820, -1.691, -5.612], [3.619, -1.796, -8.166], [4.060, -3.566, -8.274], [2.526, -2.999, -7.471], [5.466, -2.479, -6.560], [4.411, -3.639, -5.827], [4.623, -3.006, -9.886], [-4.651, -1.612, -1.849]], "lowdin_charge": [-0.094, -0.153, -0.149, -0.088, -0.082, -0.140, -0.120, -0.093, -0.598, 0.107, -0.612, 0.136, -0.411, -0.544, 0.114, -0.409, 0.144, -0.016, 0.095, 0.085, 0.123, 0.107, 0.108, 0.101, 0.119, 0.111, 0.149, 0.154, 1.141, -0.060, -0.087, -0.027, -0.159, 0.025, -0.032, -0.364, 0.052, 0.076, 0.074, 0.095, 0.110, 0.097, 0.087, -0.819, -0.066, -0.015, -0.064, 0.079, -0.845, 0.228, -0.377, 0.183, -0.375, 0.188, 0.234, 0.261, -0.403, 0.142, -0.378, 0.009, 0.289, -1.573, 0.372, 0.625, 0.627, -0.020, 0.841, 0.469, -0.130, -0.404, 0.053, 0.026, -0.045, 0.094, 0.117, 0.138, 0.120, 1.247]}

Entry 2:
{"formula": "C24H23BrN5S3SeTl", "method": "wB97M-V/def2-TZVPD", "largest_force_ev_per_a": 4.42, "homo_energy_ev": [-7.65, -7.65], "relative_energy_ev": 1.062, "total_energy_ev": -205297.1594, "total_charge": 0, "species": ["Tl", "S", "C", "C", "C", "C", "N", "C", "C", "C", "S", "C", "N", "H", "H", "C", "N", "C", "C", "S", "N", "C", "C", "H", "H", "H", "H", "H", "H", "H", "H", "H", "H", "H", "H", "Se", "C", "C", "C", "C", "C", "C", "H", "H", "H", "H", "H", "Br", "C", "C", "C", "C", "N", "C", "H", "H", "H", "H"], "coordinates": [[0.799, 0.589, -0.091], [3.486, 0.966, -1.342], [3.235, 2.385, -2.268], [4.030, 2.544, -3.412], [3.922, 3.676, -4.231], [4.852, 3.880, -5.285], [5.560, 3.994, -6.217], [2.900, 4.646, -3.918], [2.110, 4.501, -2.775], [2.277, 3.416, -1.915], [1.402, 3.409, -0.476], [2.734, 5.755, -4.775], [2.539, 6.684, -5.479], [4.770, 1.794, -3.633], [1.348, 5.227, -2.524], [-4.895, -1.978, -0.100], [-3.568, -1.641, -0.626], [-3.164, -2.334, -1.831], [-2.948, -0.500, -0.226], [-2.064, 0.501, -1.262], [-3.082, -0.224, 1.100], [-2.820, -1.207, 2.140], [-3.240, 1.145, 1.525], [-5.627, -1.811, -0.895], [-5.165, -1.339, 0.750], [-4.945, -3.038, 0.177], [-2.862, -3.373, -1.589], [-2.304, -1.855, -2.252], [-3.976, -2.363, -2.577], [-2.951, -2.227, 1.778], [-3.546, -1.017, 2.944], [-1.788, -1.086, 2.529], [-2.837, 1.803, 0.777], [-2.616, 1.332, 2.416], [-4.308, 1.384, 1.685], [1.492, -0.974, 2.361], [0.892, 0.082, 3.849], [1.020, 1.462, 3.960], [0.538, 2.105, 5.066], [-0.109, 1.396, 6.075], [-0.138, 0.020, 6.021], [0.347, -0.628, 4.922], [1.449, 1.993, 3.133], [0.699, 3.180, 5.247], [-0.581, 1.968, 6.875], [-0.518, -0.543, 6.846], [0.285, -1.695, 4.794], [4.307, -4.225, -2.993], [2.620, -3.901, -2.211], [1.902, -4.921, -1.570], [0.743, -4.603, -0.862], [0.336, -3.267, -0.832], [0.905, -2.342, -1.598], [2.055, -2.605, -2.235], [2.263, -5.966, -1.654], [0.182, -5.412, -0.381], [-0.478, -2.950, -0.176], [2.530, -1.813, -2.761]], "nbo_charge": [0.805, -0.088, -0.219, -0.101, -0.149, 0.260, -0.272, -0.153, -0.139, -0.241, -0.046, 0.274, -0.283, 0.233, 0.243, -0.411, -0.425, -0.418, 0.359, -0.217, -0.460, -0.411, -0.420, 0.206, 0.225, 0.207, 0.199, 0.250, 0.204, 0.213, 0.207, 0.224, 0.241, 0.212, 0.199, -0.134, -0.186, -0.247, -0.201, -0.212, -0.211, -0.245, 0.223, 0.220, 0.216, 0.216, 0.218, 0.096, -0.134, -0.194, -0.237, 0.030, -0.430, 0.023, 0.237, 0.228, 0.198, 0.221]}

Entry 3:
{"formula": "C24H23ClFeP", "method": "wB97M-V/def2-TZVPD", "largest_force_ev_per_a": 2.41, "homo_energy_ev": [-7.50, -7.51], "relative_energy_ev": 0.686, "total_energy_ev": -81457.0978, "multiplicity": 6, "total_charge": 0, "species": ["C", "C", "C", "H", "C", "C", "H", "H", "H", "H", "Fe", "Cl", "P", "C", "C", "H", "C", "H", "C", "H", "C", "H", "C", "H", "C", "C", "H", "C", "H", "C", "H", "C", "H", "C", "H", "C", "C", "H", "C", "H", "C", "H", "C", "H", "C", "H", "C", "H", "H", "H"], "coordinates": [[-0.957, -1.576, 4.515], [-0.803, -1.863, 3.091], [0.591, -2.055, 2.815], [-1.603, -2.158, 2.399], [1.342, -1.897, 4.008], [0.417, -1.574, 5.104], [0.675, -1.505, 6.191], [-1.941, -1.580, 5.049], [0.966, -2.444, 1.874], [2.419, -2.077, 4.076], [0.251, 0.117, 3.742], [1.643, 0.704, 2.099], [0.188, 0.214, -0.436], [1.270, -0.871, -1.425], [0.855, -1.578, -2.556], [-0.177, -1.545, -2.870], [1.768, -2.318, -3.303], [1.438, -2.849, -4.195], [3.103, -2.367, -2.909], [3.819, -2.940, -3.487], [3.532, -1.691, -1.766], [4.579, -1.724, -1.455], [2.610, -0.970, -1.021], [2.919, -0.469, -0.113], [-1.459, -0.210, -1.113], [-2.088, -1.353, -0.591], [-1.586, -1.919, 0.185], [-3.326, -1.760, -1.064], [-3.807, -2.645, -0.644], [-3.944, -1.029, -2.080], [-4.908, -1.348, -2.459], [-3.339, 0.110, -2.606], [-3.816, 0.675, -3.408], [-2.107, 0.526, -2.107], [-1.642, 1.417, -2.508], [0.508, 1.848, -1.189], [1.212, 2.046, -2.377], [1.644, 1.205, -2.897], [1.349, 3.322, -2.915], [1.879, 3.461, -3.855], [0.802, 4.412, -2.248], [0.905, 5.409, -2.660], [0.122, 4.240, -1.041], [-0.310, 5.096, -0.515], [-0.007, 2.964, -0.507], [-0.512, 2.815, 0.443], [-0.875, 1.720, 4.573], [-1.741, 1.099, 5.004], [-0.678, 2.477, 5.405], [-1.179, 2.437, 3.746]], "nbo_charge": [-0.366, -0.348, -0.285, 0.250, -0.323, -0.413, 0.263, 0.261, 0.252, 0.254, 1.558, -0.557, 0.805, -0.253, -0.244, 0.222, -0.203, 0.214, -0.214, 0.212, -0.214, 0.217, -0.235, 0.229, -0.241, -0.244, 0.203, -0.203, 0.213, -0.218, 0.213, -0.208, 0.216, -0.240, 0.223, -0.246, -0.241, 0.221, -0.203, 0.214, -0.211, 0.212, -0.213, 0.217, -0.225, 0.219, -1.200, 0.205, 0.235, 0.223]}

Entry 4:
{"formula": "C24H23ClOPV", "method": "wB97M-V/def2-TZVPD", "largest_force_ev_per_a": 2.78, "homo_energy_ev": [-11.30, -11.33], "relative_energy_ev": 0.000, "total_energy_ev": -74801.0040, "multiplicity": 2, "total_charge": 1, "species": ["C", "C", "C", "H", "C", "C", "H", "H", "H", "H", "V", "Cl", "P", "C", "C", "H", "C", "H", "C", "H", "C", "H", "C", "H", "C", "C", "H", "C", "H", "C", "H", "C", "H", "C", "H", "C", "C", "H", "C", "H", "C", "H", "C", "H", "C", "H", "C", "O", "H", "H", "H"], "coordinates": [[1.501, 3.409, 2.234], [1.649, 2.260, 1.404], [1.177, 2.614, 0.080], [2.158, 1.351, 1.687], [0.656, 3.965, 0.139], [0.921, 4.459, 1.450], [0.759, 5.488, 1.808], [1.806, 3.440, 3.279], [1.256, 2.025, -0.824], [0.173, 4.539, -0.647], [-0.545, 2.671, 1.448], [-2.417, 2.108, 0.242], [-0.251, -0.271, -0.086], [0.137, -0.353, -1.912], [1.011, -1.290, -2.492], [1.531, -2.020, -1.870], [1.187, -1.336, -3.883], [1.860, -2.083, -4.318], [0.474, -0.442, -4.692], [0.603, -0.475, -5.773], [-0.418, 0.485, -4.126], [-1.000, 1.165, -4.760], [-0.587, 0.522, -2.739], [-1.310, 1.202, -2.276], [1.034, -1.520, 0.414], [2.341, -1.037, 0.587], [2.562, 0.006, 0.347], [3.362, -1.882, 1.022], [4.365, -1.474, 1.183], [3.096, -3.247, 1.220], [3.896, -3.910, 1.547], [1.817, -3.760, 0.981], [1.611, -4.830, 1.086], [0.786, -2.894, 0.581], [-0.199, -3.309, 0.371], [-1.664, -1.470, -0.170], [-2.000, -2.237, -1.299], [-1.421, -2.154, -2.219], [-3.065, -3.150, -1.247], [-3.301, -3.755, -2.130], [-3.790, -3.289, -0.057], [-4.611, -4.001, -0.007], [-3.459, -2.531, 1.081], [-4.011, -2.649, 2.021], [-2.396, -1.627, 1.019], [-2.105, -1.042, 1.896], [-1.030, 4.534, 3.697], [-0.915, 3.242, 3.059], [-1.660, 5.188, 3.089], [-0.079, 5.062, 3.899], [-1.496, 4.304, 4.654]], "nbo_charge": [-0.201, -0.284, -0.269, 0.281, -0.293, -0.236, 0.272, 0.270, 0.289, 0.283, 1.221, -0.326, 0.872, -0.248, -0.250, 0.234, -0.193, 0.230, -0.195, 0.228, -0.208, 0.229, -0.247, 0.223, -0.357, -0.226, 0.190, -0.207, 0.225, -0.194, 0.228, -0.215, 0.230, -0.145, 0.224, -0.358, -0.154, 0.219, -0.208, 0.228, -0.193, 0.227, -0.206, 0.228, -0.202, 0.209, -0.261, -0.582, 0.202, 0.189, 0.230]}